1.
{"formula": "C17H26GeN3O7STa", "method": "wB97M-V/def2-TZVPD", "species": ["Ta", "O", "C", "O", "C", "O", "C", "C", "O", "O", "H", "H", "H", "H", "H", "O", "N", "C", "C", "C", "C", "C", "S", "H", "H", "H", "H", "N", "C", "C", "N", "C", "H", "H", "H", "H", "C", "O", "H", "H", "H", "C", "Ge", "C", "C", "C", "H", "H", "H", "H", "H", "H", "H", "H", "H", "H"], "coordinates": [[0.5856, 0.7539, 0.1120], [-1.2928, -1.8937, -1.1488], [-0.4499, -2.7571, -0.6300], [0.6946, -2.9327, -0.9811], [-1.0616, -3.5263, 0.5381], [-1.0579, -2.7574, 1.7305], [-2.2004, -1.9614, 1.9449], [-2.1984, -0.5439, 1.3571], [-3.2475, 0.0701, 1.3627], [-1.0451, -0.0909, 1.0136], [-0.8288, -1.0688, -1.5648], [-2.0834, -3.8281, 0.2844], [-0.4472, -4.4046, 0.7306], [-3.1086, -2.4660, 1.6042], [-2.2772, -1.8260, 3.0283], [1.5219, -0.2669, 1.8926], [0.9393, -0.0731, 3.0650], [0.9091, -1.1085, 3.9245], [0.3517, -0.9717, 5.1675], [-0.1972, 0.2631, 5.5213], [-0.1796, 1.2966, 4.6184], [0.3826, 1.1398, 3.3413], [0.3509, 2.3550, 2.1272], [1.3413, -2.0134, 3.5266], [0.3347, -1.8204, 5.8349], [-0.6524, 0.4003, 6.4934], [-0.6232, 2.2555, 4.8441], [3.1719, -0.0161, -2.9582], [4.4890, 0.3496, -3.1105], [5.2085, -0.7520, -2.7302], [4.3658, -1.7617, -2.3154], [3.1628, -1.2703, -2.4584], [2.3687, 0.5915, -2.9689], [4.7820, 1.3211, -3.4670], [6.2795, -0.8736, -2.7295], [2.2374, -1.7755, -2.2138], [3.4868, 1.9616, 0.0706], [2.2979, 1.3837, -0.3920], [4.3192, 1.2676, -0.0676], [3.3963, 2.2096, 1.1314], [3.6943, 2.8761, -0.4917], [-2.8484, 2.6932, -0.9074], [-2.1798, 1.3153, -2.1382], [-2.1446, 2.1034, -3.9560], [-3.5669, -0.0837, -2.2101], [-0.3816, 0.7710, -1.6740], [-3.8421, 3.0368, -1.2069], [-2.1699, 3.5472, -0.8826], [-2.9164, 2.2667, 0.0944], [-3.1465, 2.4181, -4.2584], [-1.7826, 1.3698, -4.6796], [-1.4846, 2.9719, -3.9939], [-4.4890, 0.3692, -2.5822], [-3.7515, -0.4904, -1.2158], [-3.2799, -0.9046, -2.8685], [0.2633, 0.8811, -2.5581]], "forces_ev_per_a": [[-0.4, 0.3, -0.1], [-0.2, 0.0, -0.2], [0.1, -0.1, 0.2], [0.1, 0.1, -0.1], [0.0, 0.0, 0.1], [0.0, -0.1, -0.1], [0.0, 0.1, 0.0], [0.1, -0.2, 0.3], [0.0, 0.1, -0.1], [0.0, 0.1, -0.2], [0.0, -0.1, 0.3], [0.0, 0.0, 0.0], [0.0, 0.0, 0.0], [0.0, 0.0, 0.0], [0.0, 0.0, 0.0], [0.1, -0.1, 0.0], [0.0, 0.2, -0.3], [0.0, 0.0, 0.0], [0.0, 0.0, 0.0], [0.0, -0.1, 0.1], [0.0, 0.0, -0.1], [-0.1, -0.1, 0.2], [0.1, 0.0, 0.1], [0.0, 0.0, 0.0], [0.0, 0.0, 0.0], [0.0, 0.0, 0.0], [0.0, 0.0, 0.0], [0.2, 0.2, 0.1], [0.0, -0.3, 0.0], [-0.2, 0.2, 0.0], [0.4, 0.2, -0.2], [-0.5, -0.3, 0.1], [0.0, 0.0, 0.0], [0.0, 0.0, 0.0], [0.0, 0.0, 0.0], [0.1, 0.0, 0.1], [0.0, -0.1, 0.0], [-0.1, 0.0, 0.1], [0.0, 0.0, 0.0], [0.0, 0.0, 0.0], [0.0, 0.0, 0.0], [0.0, 0.0, 0.0], [0.2, 0.1, 0.0], [0.0, 0.0, 0.0], [0.0, 0.0, 0.0], [0.1, -0.2, 0.1], [0.0, 0.0, 0.0], [0.0, 0.0, 0.0], [0.0, 0.0, 0.0], [0.0, 0.0, 0.0], [0.0, 0.0, 0.0], [0.0, 0.0, 0.0], [0.0, 0.0, 0.0], [0.0, 0.0, 0.0], [0.0, 0.0, 0.0], [0.0, 0.1, 0.0]], "lowdin_charge": [1.4336, 0.0299, -0.5338, 0.0749, -0.1073, -0.1195, -0.1160, -0.5911, 0.0553, -0.2542, 0.0463, 0.1265, 0.1268, 0.1274, 0.1292, -0.2728, -0.2074, -0.0218, -0.0668, -0.0812, -0.0882, -0.6499, 0.6391, 0.1406, 0.1014, 0.1024, 0.1021, 0.0495, -0.1337, -0.1904, 0.0442, -0.2178, 0.1122, 0.0953, 0.0790, 0.0942, -0.1878, -0.4856, 0.0754, 0.0587, 0.0755, -0.2341, 0.6843, -0.2476, -0.2294, -0.5280, 0.0079, 0.0078, -0.0057, 0.0023, 0.0050, 0.0041, 0.0087, -0.0005, 0.0085, -0.0775], "charge": -1, "spin_multiplicity": 2, "relative_energy_ev": 2.247, "gap_ev": [6.2410, 6.8948], "e_tot_ha": -3886.5395, "homo_ev": [-3.6428, -4.2979]}

2.
{"formula": "C17H26HgN6O8Ta", "method": "wB97M-V/def2-TZVPD", "species": ["N", "C", "O", "Hg", "Ta", "N", "N", "C", "C", "C", "C", "C", "C", "C", "C", "H", "H", "H", "H", "H", "H", "H", "H", "H", "H", "H", "H", "H", "H", "H", "H", "H", "H", "C", "H", "H", "H", "C", "H", "H", "H", "O", "N", "O", "C", "C", "C", "C", "O", "C", "C", "N", "O", "O", "N", "O", "O", "H", "H"], "coordinates": [[-0.0050, 1.7860, -0.6859], [0.2305, 3.0062, -0.7877], [0.9433, 3.9408, -0.9880], [2.9053, 1.7417, -0.8763], [-0.0066, -0.0346, 0.1877], [0.5946, -1.3282, -1.2726], [-1.9725, -0.2700, 0.3327], [0.6849, -1.5490, -2.7696], [-3.1299, 0.4753, -0.2299], [1.8405, -2.4822, -3.1680], [-0.6373, -2.1434, -3.2643], [0.9040, -0.1997, -3.4479], [-3.2339, 1.8141, 0.4970], [-4.4420, -0.2980, -0.0809], [-2.8739, 0.7194, -1.7138], [2.7946, -2.1156, -2.7667], [1.9396, -2.5254, -4.2611], [1.6888, -3.5136, -2.8214], [-0.8672, -3.0954, -2.7630], [-0.6088, -2.3315, -4.3441], [-1.4666, -1.4552, -3.0710], [0.1530, 0.5316, -3.1415], [0.8567, -0.3012, -4.5334], [1.8964, 0.2044, -3.1938], [-3.3214, 1.6734, 1.5810], [-4.1126, 2.3783, 0.1643], [-2.3440, 2.4286, 0.3211], [-4.7527, -0.4220, 0.9647], [-4.3747, -1.2895, -0.5455], [-5.2512, 0.2403, -0.5873], [-3.6711, 1.3401, -2.1350], [-2.8661, -0.2312, -2.2543], [-1.9240, 1.2372, -1.8673], [0.7311, -2.5766, -0.5178], [0.5395, -2.3721, 0.5769], [0.0083, -3.3648, -0.8323], [1.7453, -3.0352, -0.5463], [-2.2595, -1.1163, 1.4880], [-1.3142, -1.5237, 1.9248], [-2.7812, -0.5608, 2.2962], [-2.8878, -1.9848, 1.2268], [5.5977, 2.3725, 5.4511], [4.5668, 2.9374, 4.9659], [4.2938, 4.1592, 5.1862], [3.7022, 2.1699, 4.1496], [3.9565, 0.8118, 3.8787], [3.0865, 0.0269, 3.0876], [1.9315, 0.6237, 2.5396], [1.1265, -0.0794, 1.6337], [1.6401, 1.9706, 2.8163], [2.5229, 2.7504, 3.5933], [0.3721, 2.5517, 2.3899], [0.2309, 3.7986, 2.5686], [-0.4899, 1.8343, 1.8752], [3.4395, -1.3504, 2.8799], [4.4725, -1.7853, 3.4158], [2.6790, -2.0997, 2.1501], [4.8690, 0.3530, 4.3206], [2.2909, 3.8184, 3.8174]], "forces_ev_per_a": [[-0.9, 0.4, 0.4], [3.6, -0.7, -0.9], [-3.1, -1.7, 0.7], [0.8, -0.3, 0.1], [-0.8, 4.2, -2.1], [-0.6, -1.6, -0.8], [0.5, -0.6, 0.3], [0.6, 0.8, -0.7], [-0.7, 0.4, -0.7], [0.3, -0.3, 0.6], [-0.8, -0.3, 0.5], [0.3, 0.4, 0.3], [0.3, 0.5, 0.5], [-0.1, -0.5, 0.3], [0.1, -0.1, -0.2], [-0.2, -0.1, -0.1], [-0.2, 0.2, 0.3], [0.0, 0.2, -0.1], [0.1, 0.2, -0.2], [0.3, 0.1, 0.3], [0.2, -0.1, -0.1], [0.0, 0.0, -0.1], [0.0, -0.1, 0.1], [-0.3, -0.1, -0.1], [-0.1, 0.0, -0.2], [0.1, -0.3, -0.1], [-0.3, -0.1, 0.0], [0.1, 0.1, -0.2], [0.0, 0.1, 0.1], [0.3, 0.0, 0.1], [0.1, -0.1, 0.1], [0.0, 0.1, 0.0], [-0.2, -0.1, -0.1], [0.2, -0.3, 1.1], [0.2, -0.3, -0.5], [0.3, 0.7, 0.0], [-0.5, 0.6, -0.1], [0.1, -0.3, 0.8], [-0.4, 0.2, -0.1], [0.3, -0.2, -0.5], [0.3, 0.3, -0.1], [-3.2, 1.2, -1.7], [3.6, 2.9, 3.2], [0.2, -3.7, -1.0], [-2.8, -1.5, -2.3], [0.5, 0.0, 0.5], [-0.2, 1.9, 0.4], [-0.5, -1.1, -1.1], [1.8, 0.1, 2.3], [0.9, -0.1, 0.8], [0.5, 0.3, 0.7], [0.1, 3.8, 0.5], [0.2, -4.1, -0.7], [0.0, 0.3, 0.4], [0.5, -4.3, -1.1], [-2.4, 1.4, -1.2], [2.0, 2.6, 2.1], [-0.8, 0.3, -0.4], [0.2, -1.0, -0.2]], "lowdin_charge": [-0.1233, -0.4273, 0.0975, 0.7186, 1.7387, -0.1090, -0.1769, -0.5959, -0.6169, -0.0245, -0.0088, -0.0630, -0.0243, -0.0288, -0.0398, 0.1027, 0.1144, 0.0946, 0.0924, 0.1189, 0.0643, 0.0615, 0.1090, 0.0361, 0.0952, 0.1159, 0.0584, 0.0968, 0.1007, 0.1121, 0.1138, 0.0731, 0.0432, -0.1021, 0.0635, 0.1280, 0.1281, -0.0918, 0.0851, 0.1238, 0.1175, 0.1062, -0.2812, 0.1026, -0.0944, 0.1522, -0.0479, -0.1482, -0.3299, -0.0677, 0.1554, -0.2459, 0.1424, -0.0492, -0.2605, 0.1380, 0.0331, 0.1623, 0.1617], "charge": 2, "spin_multiplicity": 2, "gap_ev": [7.1676, 5.0542], "e_tot_ha": -1803.3837, "homo_ev": [-15.4917, -15.3747]}

3.
{"formula": "C17H26N2O4", "method": "wB97M-V/def2-TZVPD", "species": ["C", "C", "O", "C", "O", "C", "C", "C", "C", "N", "C", "C", "N", "C", "C", "C", "C", "C", "C", "O", "C", "O", "C", "H", "H", "H", "H", "H", "H", "H", "H", "H", "H", "H", "H", "H", "H", "H", "H", "H", "H", "H", "H", "H", "H", "H", "H", "H", "H"], "coordinates": [[1.6270, 3.7464, 1.4654], [0.9233, 2.4818, 0.9971], [1.6299, 1.8483, -0.0751], [2.6918, 1.1071, 0.2585], [3.0836, 0.9599, 1.3840], [3.3259, 0.4956, -0.9844], [4.5912, -0.2967, -0.6437], [4.2544, -1.5664, 0.1378], [3.1953, -2.3879, -0.5962], [2.0197, -1.5795, -0.8692], [1.0556, -1.5310, 0.0729], [-0.1305, -0.8150, 0.2600], [-0.8412, 0.0926, -0.4379], [-2.1764, 0.4525, -0.0061], [-3.2351, -0.5094, -0.5538], [-4.6261, -0.2785, 0.0447], [-5.1980, 1.0794, -0.3561], [-5.5680, -1.3949, -0.4024], [-0.3459, -1.4088, 1.5891], [-1.0996, -1.1830, 2.5090], [0.8497, -2.2970, 1.3162], [1.3684, -3.2699, 1.8121], [2.3097, -0.4258, -1.6880], [1.0271, 4.2308, 2.2301], [2.5979, 3.4982, 1.8863], [1.7651, 4.4326, 0.6329], [-0.0619, 2.7070, 0.5859], [0.8263, 1.7712, 1.8240], [3.5645, 1.3245, -1.6588], [5.2622, 0.3274, -0.0525], [5.0988, -0.5599, -1.5752], [3.8743, -1.2950, 1.1227], [5.1530, -2.1682, 0.2744], [2.8974, -3.2461, 0.0054], [3.5837, -2.7402, -1.5576], [-0.6656, 0.1797, -1.4294], [-2.1901, 0.4254, 1.0844], [-2.3718, 1.4734, -0.3433], [-3.2871, -0.4200, -1.6430], [-2.9183, -1.5275, -0.3142], [-4.5370, -0.3152, 1.1353], [-5.2324, 1.1733, -1.4400], [-4.6014, 1.8940, 0.0457], [-6.2104, 1.1856, 0.0262], [-6.5527, -1.2615, 0.0388], [-5.6749, -1.3921, -1.4855], [-5.1858, -2.3658, -0.0964], [1.3949, 0.1268, -1.8982], [2.7395, -0.7778, -2.6316]], "forces_ev_per_a": [[0.0, -0.3, -0.2], [-0.1, 0.2, 0.5], [0.1, 0.1, -0.3], [0.2, 0.0, -0.3], [0.0, 0.0, 0.2], [0.0, -0.1, 0.0], [-0.1, 0.1, 0.3], [0.0, -0.1, -0.2], [0.4, -0.3, 0.3], [-0.4, -0.1, 0.0], [-0.3, 0.3, -0.2], [0.2, -0.1, -0.4], [0.4, -0.1, -0.2], [-0.4, -0.1, -0.1], [0.0, 0.2, 0.4], [0.0, -0.1, -0.3], [0.1, -0.2, 0.2], [0.2, 0.2, 0.2], [-0.4, 0.4, 0.5], [0.1, -0.2, -0.3], [0.3, -0.7, 0.1], [-0.1, 0.3, 0.0], [0.0, 0.4, -0.1], [-0.1, 0.1, 0.1], [0.0, 0.0, 0.1], [0.0, 0.1, 0.0], [0.1, -0.1, 0.0], [-0.1, 0.1, -0.1], [0.0, 0.0, 0.0], [0.0, 0.0, -0.1], [0.0, 0.0, 0.0], [0.0, -0.1, 0.0], [0.0, 0.0, 0.0], [0.0, 0.0, -0.1], [0.0, 0.0, 0.0], [0.1, 0.0, 0.2], [0.0, 0.1, 0.0], [0.0, 0.0, 0.1], [0.0, 0.0, -0.1], [0.0, 0.0, -0.1], [0.0, 0.0, 0.0], [0.0, 0.0, -0.2], [0.0, 0.2, 0.0], [-0.1, 0.1, 0.0], [-0.1, 0.0, 0.0], [0.0, 0.0, -0.1], [0.0, -0.1, 0.0], [0.1, 0.0, -0.1], [-0.1, 0.1, 0.0]], "lowdin_charge": [-0.0552, -0.2145, -0.0145, -0.4666, 0.1353, -0.1813, -0.1419, -0.1495, -0.1322, -0.0439, -0.0793, -0.1177, 0.0625, -0.1855, -0.1659, -0.4398, -0.0788, -0.0829, -0.2809, 0.0878, -0.2717, 0.0946, -0.0933, 0.0801, 0.0750, 0.0793, 0.1152, 0.1271, 0.1566, 0.1206, 0.1192, 0.1120, 0.1177, 0.1189, 0.1289, 0.1392, 0.1221, 0.1161, 0.1205, 0.1198, 0.1393, 0.0822, 0.0675, 0.0762, 0.0752, 0.0798, 0.0764, 0.1147, 0.1356], "relative_energy_ev": 2.319, "gap_ev": 8.2048, "e_tot_ha": -1073.8559, "homo_ev": -7.8062}

4.
{"formula": "C17H26N2O4", "method": "wB97M-V/def2-TZVPD", "species": ["C", "C", "C", "C", "N", "C", "C", "C", "N", "C", "C", "C", "C", "O", "O", "C", "C", "C", "C", "C", "O", "C", "O", "H", "H", "H", "H", "H", "H", "H", "H", "H", "H", "H", "H", "H", "H", "H", "H", "H", "H", "H", "H", "H", "H", "H", "H", "H", "H"], "coordinates": [[4.5280, -0.7203, 2.4851], [3.7769, -0.6107, 1.1641], [2.9742, -1.8752, 0.8672], [2.2269, -1.7641, -0.4653], [1.3274, -2.8746, -0.6983], [1.9486, -4.1395, -1.0251], [0.0258, -2.7093, -0.9901], [-0.9609, -1.7254, -0.8073], [-1.1437, -0.6191, -0.0703], [-0.4493, -0.3118, 1.1570], [0.0727, 1.1238, 1.1162], [-1.0795, 2.0935, 0.8516], [-0.5552, 3.5046, 0.6540], [0.5380, 3.7766, 0.2321], [-1.4889, 4.4019, 0.9693], [-1.1603, 5.7828, 0.7885], [-0.3898, 6.3307, 1.9805], [-1.8276, 1.6766, -0.4245], [-2.2937, 0.2258, -0.3068], [-1.8770, -2.4080, -1.7368], [-2.8882, -2.0838, -2.3220], [-0.9052, -3.5580, -1.7568], [-0.9069, -4.7185, -2.1064], [3.8336, -0.8763, 3.3079], [5.0907, 0.1891, 2.6794], [5.2239, -1.5559, 2.4622], [4.4893, -0.4393, 0.3545], [3.1045, 0.2489, 1.2005], [3.6528, -2.7291, 0.8347], [2.2611, -2.0542, 1.6757], [1.6538, -0.8372, -0.4996], [2.9623, -1.7286, -1.2808], [2.4402, -4.5522, -0.1422], [1.1927, -4.8415, -1.3671], [2.6951, -4.0090, -1.8136], [-1.1540, -0.4113, 1.9959], [0.3592, -1.0230, 1.3108], [0.8082, 1.2388, 0.3178], [0.5595, 1.3673, 2.0617], [-1.7810, 2.0999, 1.6908], [-2.1205, 6.2888, 0.6720], [-0.5678, 5.8870, -0.1261], [-0.2112, 7.3928, 1.8405], [0.5668, 5.8218, 2.0698], [-0.9573, 6.1832, 2.8962], [-1.1573, 1.7725, -1.2811], [-2.6871, 2.3283, -0.5827], [-2.9993, 0.1328, 0.5298], [-2.7931, -0.0945, -1.2209]], "forces_ev_per_a": [[-0.1, 0.1, -0.2], [0.0, -0.3, 0.2], [0.0, 0.4, -0.3], [0.1, 0.0, 0.4], [-0.3, 0.0, 0.0], [0.1, -0.3, 0.1], [0.1, 0.5, -0.1], [0.2, -0.3, 0.3], [0.1, -0.1, -0.2], [0.3, 0.2, 0.1], [-0.2, -0.1, 0.1], [0.3, 0.2, -0.2], [-0.1, -0.4, 0.1], [0.1, 0.1, 0.0], [-0.3, 0.0, 0.2], [0.3, 0.4, -0.1], [-0.2, -0.3, -0.2], [-0.2, -0.1, 0.2], [-0.2, 0.4, -0.4], [-0.5, 0.5, -0.5], [0.2, -0.3, 0.3], [0.0, -0.9, 0.1], [0.0, 0.4, -0.1], [0.0, 0.0, 0.1], [0.1, 0.1, 0.1], [0.1, -0.1, 0.0], [0.0, 0.1, -0.1], [0.0, 0.1, -0.1], [0.0, -0.1, 0.1], [0.0, -0.1, 0.0], [0.0, 0.0, 0.0], [-0.1, 0.1, 0.0], [0.1, 0.0, 0.0], [0.0, 0.0, 0.0], [0.0, 0.0, 0.0], [0.1, -0.1, 0.0], [0.0, 0.0, 0.0], [0.0, 0.0, 0.0], [0.1, 0.0, 0.0], [0.0, 0.0, 0.0], [0.1, -0.1, 0.0], [-0.2, 0.0, 0.1], [0.0, 0.1, 0.0], [0.1, 0.0, 0.0], [0.0, 0.0, 0.1], [0.0, 0.0, 0.0], [0.0, 0.0, 0.0], [0.0, 0.0, 0.0], [0.0, 0.0, 0.1]], "lowdin_charge": [-0.1103, -0.2647, -0.2023, -0.1648, -0.1130, -0.0216, -0.0712, -0.0626, -0.0602, -0.1273, -0.1261, -0.2220, -0.4804, 0.1238, 0.0026, -0.2111, -0.0615, -0.1043, -0.1223, -0.2797, 0.0805, -0.2802, 0.0800, 0.0718, 0.0696, 0.0723, 0.1128, 0.0985, 0.1111, 0.1110, 0.1112, 0.1334, 0.0891, 0.0824, 0.0983, 0.1372, 0.1043, 0.1142, 0.1280, 0.1562, 0.1234, 0.1227, 0.0778, 0.0751, 0.0778, 0.1366, 0.1261, 0.1374, 0.1201], "relative_energy_ev": 2.738, "gap_ev": 8.1714, "e_tot_ha": -1073.8405, "homo_ev": -7.6059}